(1)
Molecular formula: C42H42FI2N3O3PSSc
Method: DFT, ωB97M-V/def2-TZVPD

```
96
Properties=species:S:1:pos:R:3:forces:R:3:mulliken_charge:R:1
Sc 0.31354 0.19157 -0.39944 1.8127 -0.0007 -0.9003 0.3069
C -5.28073 -0.97941 4.46317 -0.0397 -0.0499 -0.0357 -1.6910
C -4.21899 -0.08571 5.08573 0.1716 0.0804 -0.1731 0.4567
C -3.80475 -0.60836 6.44814 0.0262 -0.0763 0.0137 -1.0060
C -2.71356 0.25240 7.05521 0.0516 0.0481 -0.0328 -1.0804
C -1.52844 0.28600 6.13182 -0.1065 -0.0185 -0.0991 1.0035
C -0.24883 0.44471 6.59934 0.0883 0.0089 0.0666 -0.8580
C 0.82888 0.47764 5.71287 -0.0189 -0.0018 0.1675 0.0309
F 2.06029 0.64201 6.23025 0.0226 -0.0035 -0.0010 -0.3791
C 0.66563 0.34794 4.37007 -0.0047 -0.0346 -0.0916 -0.9700
C -0.63690 0.18570 3.87124 0.0946 -0.0384 -0.1168 1.3246
C -0.81815 0.07325 2.42796 -0.0579 0.0040 0.0673 0.8922
O 0.19966 -0.06816 1.70583 -0.0235 -0.0447 0.2327 0.0284
C -2.15693 0.12864 1.95986 -0.0645 -0.0080 0.2081 0.1809
C -3.17163 0.07202 2.87494 0.0193 -0.0204 -0.0380 -0.5913
N -3.01371 0.02082 4.20539 -0.0038 0.0650 0.2094 0.3679
C -1.72892 0.15556 4.73943 -0.2990 -0.0031 0.0385 -1.0910
C -2.55107 0.22738 0.50390 0.2171 0.1207 -0.0529 0.0587
O -3.67997 -0.09548 0.17308 -0.0686 0.0610 -0.0148 -0.7743
O -1.62301 0.68545 -0.26303 -1.3187 0.0752 0.1871 -0.3396
H -6.02895 -1.20938 5.22194 -0.0030 0.0056 -0.0201 0.4194
H -4.84038 -1.91669 4.11720 -0.0189 0.0054 0.0360 0.3850
H -5.79956 -0.51474 3.62687 0.0206 -0.0039 0.0118 0.5037
H -4.61986 0.92454 5.20682 0.0146 0.0463 0.0095 0.1243
H -3.45153 -1.63909 6.34079 -0.0319 -0.0066 0.0276 0.3231
H -4.68817 -0.62418 7.08569 -0.0061 -0.0169 0.0136 0.4046
H -2.41206 -0.12251 8.03285 0.0042 -0.0056 0.0124 0.4475
H -3.09236 1.26846 7.20436 0.0038 0.0070 0.0184 0.3451
H -0.06361 0.55544 7.66142 0.0158 -0.0144 -0.0338 0.5144
H 1.49976 0.38309 3.68167 -0.0292 0.0063 0.0104 0.8118
H -4.18274 0.05801 2.49342 0.0294 -0.0517 -0.0131 0.5580
I -1.63051 4.65816 0.32256 -0.0499 0.0136 -0.0014 -0.0647
C 0.36776 4.55265 1.04929 -0.1014 0.2145 0.1275 -1.1757
I 1.40875 2.79403 0.26755 -0.0500 0.3829 0.1018 0.3473
H 0.29338 4.51015 2.13154 0.0457 0.0304 -0.0096 0.3890
H 0.86589 5.46502 0.73503 -0.0092 -0.0044 0.0266 0.5118
S -0.12714 -2.51230 -0.54691 0.0949 0.0859 0.2485 -0.4461
C 0.73903 -2.74017 0.91207 -0.2220 -0.0648 0.0154 0.6672
N 2.04001 -2.38556 0.97869 0.1808 0.1190 -0.1760 0.1281
C 2.80703 -2.44145 2.08763 -0.0219 -0.0511 0.0768 -0.2887
C 2.28187 -2.89786 3.25704 0.0224 0.0059 -0.0473 -0.9999
C 0.93701 -3.31071 3.25094 -0.0009 -0.0510 0.1331 0.0266
C 0.18705 -3.25076 2.11072 -0.0749 -0.0099 -0.1968 -0.9145
H 2.42675 -1.95740 0.13621 0.0297 0.0339 0.0059 -0.0725
H 3.82684 -2.10463 1.97187 -0.0338 -0.0002 0.0059 0.5989
H 2.88904 -2.93364 4.14880 -0.0193 -0.0149 -0.0065 0.4621
H 0.48863 -3.67769 4.16690 0.0092 0.0099 -0.0264 0.4151
H -0.85018 -3.55315 2.08932 0.0164 -0.0005 0.0193 0.4468
C 3.95822 -0.91305 -1.37584 0.1104 -0.0842 0.0292 -2.0195
C 3.61230 0.48098 -0.78220 -0.2479 0.1858 -0.2579 1.7815
C 4.23145 0.59299 0.61742 0.0860 0.0290 0.1070 -1.4428
C 4.26716 1.55324 -1.66910 -0.0464 0.0434 -0.1142 -1.7459
N 2.16978 0.63945 -0.71895 -0.1922 -0.9422 0.4017 -0.3900
H 4.73359 -0.86260 -2.14515 0.0197 0.0070 0.0582 0.4469
H 3.07399 -1.34938 -1.84449 0.0039 0.0059 -0.0355 0.4051
H 4.34388 -1.59917 -0.60609 -0.0831 0.0186 -0.0515 0.3613
H 5.29579 0.32983 0.61154 -0.0445 -0.0035 -0.0042 0.4356
H 3.70089 -0.06796 1.30907 0.0439 0.0808 -0.0229 -0.0748
H 4.13825 1.60899 1.00626 -0.0178 -0.0225 -0.0148 0.3858
H 5.35631 1.44404 -1.69979 -0.0288 -0.0109 0.0066 0.5427
H 4.03367 2.55432 -1.29828 0.0026 -0.0318 -0.0008 0.2342
H 3.88658 1.46979 -2.69069 0.0330 0.0021 0.0307 0.2335
C 3.34644 -2.21920 -5.06613 -0.0391 0.0029 0.0338 -0.5605
C 2.24638 -2.85890 -4.50628 0.0160 0.0573 -0.0112 -0.7013
C 1.20651 -2.11330 -3.97225 -0.0023 -0.0397 0.0279 -0.4504
C 1.24193 -0.71808 -3.99407 -0.0358 0.0159 0.0497 0.3920
C 2.34822 -0.08734 -4.55199 0.0210 0.0023 -0.0733 -0.3529
C 3.39423 -0.83375 -5.08462 -0.0558 0.0297 0.0186 -0.5353
P -0.11958 0.18891 -3.15470 0.1826 -0.1949 -0.2386 1.6898
C -0.05462 1.86598 -3.87288 -0.0207 0.0136 -0.0201 0.5891
C -0.98487 2.33744 -4.79569 -0.0261 0.0430 -0.0093 -0.8663
C -0.91280 3.64594 -5.25708 0.0222 -0.0230 0.0475 -0.7206
C 0.09050 4.49216 -4.80577 0.0001 -0.0279 0.0117 -0.6729
C 1.02363 4.02748 -3.88813 -0.0225 -0.0182 -0.0172 -1.0438
C 0.94619 2.72505 -3.41816 0.0458 0.0155 0.0114 -0.0574
C -1.59412 -0.57480 -3.90724 -0.0042 0.0065 -0.0589 -0.1362
C -1.63628 -0.94216 -5.25546 -0.0127 -0.0360 -0.0078 -0.2477
C -2.78141 -1.50702 -5.79298 -0.0145 0.0223 0.0737 -0.6438
C -3.89734 -1.71619 -4.98542 0.0566 0.0029 -0.0360 -0.5296
C -3.86144 -1.35756 -3.64823 0.0402 0.0243 0.0140 -0.5572
C -2.71276 -0.78661 -3.10753 -0.0839 -0.0001 -0.0009 -0.5998
H 4.15886 -2.79909 -5.48638 -0.0067 0.0092 0.0159 0.3589
H 2.19690 -3.94070 -4.48546 -0.0015 0.0160 0.0047 0.4413
H 0.35881 -2.62437 -3.53108 -0.0004 0.0035 -0.0188 0.4236
H 2.39940 0.99353 -4.58124 -0.0060 -0.0195 -0.0090 0.4278
H 4.24872 -0.32455 -5.51384 -0.0203 -0.0046 -0.0006 0.4338
H -1.77598 1.69098 -5.15222 -0.0081 0.0049 0.0245 0.3702
H -1.65084 4.00557 -5.96335 0.0187 -0.0097 -0.0002 0.4241
H 0.13830 5.51430 -5.16080 0.0057 -0.0182 0.0037 0.3872
H 1.80532 4.68197 -3.52190 -0.0183 -0.0080 -0.0045 0.4731
H 1.66021 2.36417 -2.68569 -0.0220 0.0056 0.0065 0.2732
H -0.76526 -0.78973 -5.88300 -0.0095 0.0043 0.0139 0.5111
H -2.80759 -1.78256 -6.84008 0.0063 -0.0085 0.0188 0.4172
H -4.79158 -2.16117 -5.40462 0.0132 0.0079 0.0002 0.3824
H -4.72359 -1.51537 -3.01244 0.0161 0.0066 -0.0082 0.4794
H -2.70652 -0.49412 -2.06502 0.0140 0.0021 0.0020 0.3096
```
Positions in Å, forces in eV/Å.

Output
Frontier orbital gap in eV: 5.93
Relative energy (zero: lowest compared OMol25 entry of this formula, charge and spin) in eV: 3.339
Max |F| in Eh/bohr: 0.0394
E_HOMO in eV: -6.4
Multiplicity: 1

(2)
Molecular formula: C37H54CaN8O4PS3
Method: DFT, ωB97M-V/def2-TZVPD

```
108
Properties=species:S:1:pos:R:3:forces:R:3:mulliken_charge:R:1
Ca -0.79838 0.67049 -1.55305 0.6120 1.1750 0.2135 2.6637
C -4.58087 3.65434 -0.25554 0.0469 -0.1498 -0.0470 -0.5858
O -4.90964 2.23630 -0.27054 0.0508 0.1797 -0.0628 -0.3943
C -3.90793 1.64930 -0.93565 -0.1453 -0.2218 0.0289 -0.3457
N -3.02690 2.37014 -1.49946 0.0484 -0.0584 0.0351 0.1685
C -3.45437 3.76920 -1.30170 0.0836 -0.0770 0.0266 -0.1448
C -2.35241 4.73656 -0.93652 -0.0227 0.0382 -0.0322 -0.7105
C -2.67007 6.08668 -0.81245 0.0096 0.0613 0.0179 -0.5163
C -1.69135 7.02395 -0.50841 -0.0337 -0.0247 -0.0179 -0.6906
C -0.37165 6.62410 -0.33895 -0.0377 0.0180 0.0129 -0.7403
C -0.04524 5.28143 -0.46633 0.0323 0.0045 0.0051 -0.4291
C -1.03254 4.34593 -0.75588 -0.0242 0.0449 0.0223 0.2201
C -3.92120 0.15856 -0.95529 0.1887 0.2689 -0.1413 0.2342
C -4.99219 -0.57308 -0.47840 -0.0986 0.0390 0.0457 -0.9190
C -4.92148 -1.95420 -0.54939 -0.0036 -0.1177 -0.0133 -0.5770
C -3.78610 -2.55477 -1.07096 -0.1007 -0.1428 0.0437 -0.9119
C -2.75309 -1.74022 -1.49780 0.1402 -0.0099 -0.0814 -0.1764
N -2.82350 -0.40948 -1.45907 -0.8806 -0.5667 0.1625 -0.2590
C -1.45073 -2.30873 -1.94885 -0.1040 0.0337 -0.0122 0.1226
N -0.39863 -1.61746 -2.17018 -0.0843 -0.1564 -0.1172 0.1279
C 0.71088 -2.60078 -2.27855 -0.0329 0.0334 -0.0697 0.8416
C -0.02241 -3.93187 -2.47040 -0.1419 0.0938 -0.0800 -0.4341
O -1.39019 -3.62414 -2.04885 0.0665 -0.2161 0.1241 -0.5153
C 1.74241 -2.34530 -3.34492 -0.0662 -0.0458 -0.0118 -0.1554
C 1.38202 -2.05806 -4.65818 0.0079 -0.0691 -0.0530 -0.3680
C 2.35195 -1.87889 -5.63564 -0.0305 0.0224 0.0237 -0.9217
C 3.69593 -2.01532 -5.30915 0.0071 -0.0052 0.0436 -0.5411
C 4.06056 -2.33892 -4.00842 -0.0369 0.0026 0.0028 -0.8227
C 3.08810 -2.50232 -3.02823 0.0734 0.1400 0.0183 -0.1032
H -4.24386 3.91920 0.74439 0.0256 -0.0732 0.0764 0.3482
H -5.47812 4.20660 -0.51081 -0.0613 0.0286 -0.0006 0.3983
H -3.86980 4.11443 -2.25250 -0.0524 -0.0348 -0.0751 0.4916
H -3.69532 6.41355 -0.96200 0.0682 -0.0011 0.0044 0.4529
H -1.95818 8.07018 -0.41642 0.0140 -0.0665 0.0020 0.4117
H 0.39533 7.35431 -0.11259 -0.0332 -0.0254 -0.0134 0.4324
H 0.98507 4.96302 -0.33770 -0.0565 -0.0029 0.0010 0.4731
H -0.78818 3.29678 -0.80258 0.0510 -0.0519 0.0319 1.0675
H -5.84771 -0.06459 -0.05918 -0.0075 -0.0064 -0.0041 0.6079
H -5.74173 -2.56150 -0.18892 0.0272 0.0180 -0.0138 0.4606
H -3.67893 -3.62844 -1.13101 -0.0151 0.0176 0.0299 0.6097
H 1.19901 -2.61283 -1.30111 0.0328 -0.0382 0.0817 -0.3801
H 0.37171 -4.71869 -1.83522 -0.0812 0.0269 0.0566 0.2421
H -0.06508 -4.24634 -3.51183 -0.0540 -0.0047 -0.0616 0.3606
H 0.33145 -2.01264 -4.92762 0.0119 0.0433 0.0112 0.5299
H 2.06009 -1.64902 -6.65445 0.0162 -0.0343 0.0539 0.4136
H 4.45519 -1.88969 -6.07134 -0.0268 -0.0004 0.0288 0.4319
H 5.10476 -2.47257 -3.75558 -0.0182 0.0123 -0.0031 0.4554
H 3.36785 -2.75006 -2.00733 -0.0288 -0.0299 -0.0817 0.5571
N 1.21679 0.56697 -0.28263 0.8087 -0.0338 0.0741 0.1129
C 2.40327 0.65161 -1.16003 -0.3125 0.0779 0.0625 0.4422
C 2.34513 1.96197 -1.92720 -0.1795 -0.0506 -0.0421 -0.9982
N 1.04899 2.08705 -2.63567 0.1850 0.0492 -0.1806 0.2540
C 1.09851 1.95418 -4.10999 -0.1095 -0.0842 0.1964 -0.9800
C -0.10477 1.17410 -4.64650 -0.0822 0.1249 0.2534 -0.0155
N -1.31929 1.48733 -3.86071 0.2567 -0.1560 -0.4216 -0.6057
H 1.31521 1.23387 0.47926 -0.0613 0.0610 -0.0132 0.0301
H 1.16820 -0.34116 0.20349 0.0466 0.0087 -0.0171 -0.9018
H 2.37871 -0.18292 -1.86373 -0.0310 -0.0143 0.0163 -0.5384
H 3.34300 0.58904 -0.61090 0.1067 -0.0586 0.0520 0.6898
H 3.18263 2.03347 -2.62179 0.0515 0.0406 -0.0387 0.4682
H 2.44202 2.78950 -1.21970 -0.0190 0.0479 -0.0025 0.1653
H 0.64714 2.99075 -2.41880 0.0760 0.0721 -0.0545 -0.0189
H 2.00192 1.41140 -4.38783 0.0418 0.0050 -0.0099 0.4566
H 1.15216 2.93706 -4.58308 0.0188 0.0643 -0.0038 0.3368
H 0.08515 0.11044 -4.52678 -0.0070 -0.0572 0.0149 -0.2605
H -0.21400 1.37711 -5.71243 -0.0346 -0.0200 -0.0890 0.5271
H -2.10434 0.93468 -4.19035 -0.0002 0.0215 -0.0605 0.2342
H -1.59074 2.45571 -3.98748 -0.0417 0.0630 0.0884 0.2306
C -1.08674 -5.25634 2.31248 0.0230 0.0583 -0.0614 -1.3070
C -0.30930 -4.76257 3.51825 0.1983 0.1201 -0.1545 0.4551
C -1.09496 -3.76584 4.34895 0.0305 0.0522 0.0476 -1.1203
O 0.99935 -4.21803 3.18811 -0.3347 -0.1211 0.1730 -0.3774
P 1.48169 -3.36999 1.91519 0.1061 -0.1866 0.0570 0.5718
S 1.76938 -4.48860 0.32602 0.0145 0.0432 0.1714 -0.6445
S 0.29532 -1.76105 1.71156 -0.1285 -0.0800 -0.0662 -0.1471
O 2.94158 -2.96550 2.43080 0.1038 0.1592 0.0205 -0.4259
C 3.41961 -2.65935 3.76153 -0.1877 -0.1051 -0.0395 0.3760
C 3.66144 -3.93025 4.55737 0.0122 -0.0362 0.0064 -1.3318
C 2.52659 -1.66807 4.48340 -0.0402 0.0452 0.0162 -0.8083
H -1.99693 -5.74919 2.66387 0.0429 0.0238 -0.0231 0.5053
H -0.50176 -5.96225 1.72498 -0.0017 0.0049 0.0364 0.3366
H -1.36461 -4.42190 1.66372 0.0018 -0.0123 0.0246 0.1393
H -0.05620 -5.61377 4.14630 0.0306 -0.1331 0.0412 0.3002
H -1.33915 -2.88623 3.75480 -0.0283 0.0091 -0.0174 0.1437
H -0.51942 -3.45236 5.22330 -0.0274 -0.0310 -0.0418 0.2459
H -2.01987 -4.23308 4.69548 0.0368 0.0278 0.0019 0.4994
H 4.37992 -2.18503 3.56710 0.0899 0.0407 -0.0561 0.3952
H 2.72241 -4.35654 4.90758 0.0423 -0.0004 -0.0062 0.1572
H 4.29588 -3.70787 5.41978 -0.0467 -0.0024 -0.0467 0.4758
H 4.16658 -4.67112 3.93544 -0.0097 0.0558 0.0420 0.3407
H 1.54302 -2.10358 4.67175 0.0450 0.0381 0.0096 0.0177
H 2.39624 -0.77234 3.87325 -0.0233 0.0036 0.0337 0.0481
H 2.98204 -1.39305 5.43939 -0.0090 -0.0278 -0.0619 0.5632
S -1.71525 1.41731 1.28463 0.0692 0.0467 0.0646 -0.0359
C -0.63244 1.87433 2.52795 0.0009 0.0219 -0.0432 0.1068
N -0.43491 1.09827 3.58253 0.0250 -0.1646 0.0630 0.0922
C 0.38751 1.46372 4.73472 -0.0104 -0.0357 -0.1399 -0.6683
C 1.48694 2.40736 4.29054 0.0636 0.0053 -0.0193 -0.5495
C 0.86336 3.57273 3.54600 -0.0573 -0.1136 -0.0810 -0.7332
N 0.01932 3.05049 2.46934 -0.0713 0.1068 0.0639 0.0752
H -0.75188 0.14326 3.48235 -0.0011 -0.0472 -0.0098 0.1263
H 0.79557 0.55098 5.15808 0.0248 -0.0815 -0.0037 0.2753
H -0.23527 1.93898 5.49414 -0.0624 0.0072 0.0425 0.3810
H 2.18107 1.87656 3.63463 0.0109 -0.0009 0.0196 0.2149
H 2.04225 2.76977 5.15394 0.0222 0.0081 -0.0014 0.4496
H 1.62588 4.21066 3.10308 0.0167 0.0201 -0.0344 0.3898
H 0.27088 4.18364 4.23092 -0.0416 0.0320 0.0074 0.3617
H -0.32535 3.68859 1.77015 0.0216 0.0169 -0.0708 -0.0043
```
Positions in Å, forces in eV/Å.

Output
Frontier orbital gap in eV: 6.05
Relative energy (zero: lowest compared OMol25 entry of this formula, charge and spin) in eV: 1.631
Max |F| in Eh/bohr: 0.0261
Total charge: +1
E_HOMO in eV: -9.0
Multiplicity: 1

Q: Among the records above, which one has the lowest frontier orbital gap?
A: C42H42FI2N3O3PSSc